1.
{
  "formula": "C3H9N2OS",
  "method": "the ωB97M-V functional and the def2-TZVPD basis",
  "symbols": ["H", "H", "H", "H", "N", "H", "H", "C", "S", "C", "C", "H", "H", "N", "H", "O"],
  "positions_angstrom": [[3.361, -2.130, 1.512], [0.573, -2.806, 0.131], [-3.445, 3.336, -1.330], [1.128, -1.321, 0.439], [-1.219, 3.387, -0.319], [2.265, -2.178, -0.707], [-1.452, 4.400, -0.482], [2.524, -2.693, 1.255], [-1.179, 0.771, -0.574], [1.536, -2.257, 0.203], [-1.856, 2.333, -0.722], [-0.169, 3.262, -0.158], [-3.400, 1.586, -1.862], [-2.958, 2.438, -1.430], [1.794, -4.370, 2.051], [2.496, -3.756, 1.993]],
  "forces_ev_per_angstrom": [[1.6, 1.1, 0.0], [1.2, -0.6, -0.4], [-0.2, -0.8, -0.7], [0.2, 2.2, 0.3], [3.6, 3.7, 1.3], [-1.7, 0.0, 1.0], [-0.2, -1.9, 0.0], [-3.5, -2.4, 0.2], [0.2, 0.2, 0.2], [1.8, -2.0, 0.0], [0.7, -3.5, -1.4], [-2.5, 0.0, 0.0], [0.7, 1.6, 1.1], [-2.3, 0.5, -0.5], [-2.0, -1.1, -0.7], [2.4, 3.0, -0.6]],
  "e_above_lowest_kcal_mol": 61.8,
  "total_charge": 1,
  "lumo_energy_ev": -6.05,
  "e_tot_ev": -19111.2623
}

***

2.
{
  "formula": "C3H9N2OS2",
  "method": "the ωB97M-V functional and the def2-TZVPD basis",
  "symbols": ["S", "H", "H", "H", "C", "O", "H", "H", "C", "H", "S", "H", "C", "N", "H", "N", "H"],
  "positions_angstrom": [[-1.409, 0.727, 2.100], [-0.593, -2.276, -2.593], [-1.448, -1.158, 0.732], [0.114, 1.997, 3.833], [-0.121, 0.231, -0.373], [1.134, -0.586, -2.239], [-0.883, 0.877, -0.817], [1.671, 0.770, -1.117], [-0.666, -0.441, 0.897], [1.126, 1.861, -0.036], [0.133, 2.019, 2.496], [1.735, 0.314, 0.505], [0.144, -0.755, -1.551], [1.211, 0.859, -0.192], [0.221, -0.881, 1.369], [-0.791, -1.680, -1.807], [-1.578, -1.878, -1.205]],
  "forces_ev_per_angstrom": [[-0.5, -0.2, -0.3], [-0.2, -0.2, -0.1], [-0.2, -0.4, -0.2], [0.1, -0.3, 0.1], [-1.1, -1.6, -0.9], [0.1, 0.1, 0.1], [0.4, 0.7, 0.3], [0.2, -0.6, -0.2], [1.7, 1.5, 0.8], [0.3, 0.0, 0.9], [0.2, 0.4, -0.1], [0.1, 0.8, 0.0], [-0.4, -0.3, 0.0], [-0.7, 0.5, -0.4], [-0.5, -0.6, 0.2], [0.2, 0.2, 0.3], [0.2, 0.1, -0.3]],
  "e_above_lowest_kcal_mol": 10.4,
  "total_charge": 1,
  "lumo_energy_ev": -3.28,
  "e_tot_ev": -29949.0109
}

***

3.
{
  "formula": "C3H9N2OSi",
  "method": "the ωB97M-V functional and the def2-TZVPD basis",
  "symbols": ["H", "H", "H", "C", "H", "C", "H", "C", "H", "H", "Si", "N", "N", "H", "O", "H"],
  "positions_angstrom": [[2.989, 0.862, -0.184], [-2.836, 0.263, 0.184], [3.727, -1.407, 0.906], [0.436, -0.339, -0.297], [-1.594, 0.122, 1.551], [-0.725, 0.032, -1.816], [-1.622, 1.450, 0.442], [-1.053, -0.489, -0.352], [-0.913, -0.752, -2.490], [-1.043, 0.912, -2.137], [2.895, -0.138, 0.942], [0.713, 0.010, -1.487], [-1.842, 0.396, 0.542], [-1.488, -1.482, -0.347], [1.214, -0.430, 0.864], [2.819, 0.107, 2.349]],
  "forces_ev_per_angstrom": [[0.6, -0.3, 0.8], [1.1, 0.3, 1.6], [-0.4, 0.7, -0.6], [2.1, 0.1, 2.9], [-1.2, 0.5, -1.5], [1.3, -4.1, 2.1], [-0.2, -2.0, 0.1], [0.9, 0.9, -1.5], [-0.6, -0.7, -1.3], [-1.6, 4.0, -1.2], [-0.1, -0.8, -0.7], [0.4, 0.1, 0.7], [-0.3, 1.1, 0.4], [0.1, -0.1, 0.3], [-2.4, -0.6, -2.8], [0.5, 0.9, 0.7]],
  "e_above_lowest_kcal_mol": 19.1,
  "total_charge": 1,
  "lumo_energy_ev": -4.12,
  "e_tot_ev": -16153.5523
}

***

4.
{
  "formula": "C3H9N2S",
  "method": "the ωB97M-V functional and the def2-TZVPD basis",
  "symbols": ["H", "C", "H", "H", "C", "H", "H", "N", "S", "H", "C", "H", "H", "N", "H"],
  "positions_angstrom": [[1.366, -1.349, -0.130], [0.633, -0.694, -0.619], [1.174, 0.005, -1.262], [-1.223, -1.177, -1.531], [0.369, 1.196, 0.971], [-1.443, 2.114, 1.438], [-0.865, 1.159, 2.539], [-0.157, -0.045, 0.427], [0.466, -1.860, -3.128], [-1.101, 0.111, 0.091], [-0.219, -1.603, -1.451], [1.236, 0.970, 1.585], [-0.279, -2.568, -0.962], [-0.561, 1.857, 1.877], [0.603, 1.885, 0.155]],
  "forces_ev_per_angstrom": [[0.3, 0.4, -0.1], [0.5, -0.2, 0.8], [-0.1, 0.2, 0.0], [-0.1, 0.0, 0.0], [-0.8, -0.2, -0.2], [0.3, 0.1, -0.4], [0.1, -0.2, 0.4], [-0.3, 0.0, 0.5], [0.0, 0.0, 0.0], [0.1, 0.1, -0.2], [-0.1, -0.2, -1.0], [0.4, 0.0, -0.3], [-0.3, -0.2, 0.2], [-0.4, 0.1, 0.1], [0.4, 0.3, 0.1]],
  "e_above_lowest_kcal_mol": 16.3,
  "total_charge": -1,
  "lumo_energy_ev": 3.82,
  "e_tot_ev": -17072.8212
}

***

5.
{
  "formula": "C3H9N2S",
  "method": "the ωB97M-V functional and the def2-TZVPD basis",
  "symbols": ["C", "S", "N", "H", "C", "H", "H", "N", "H", "H", "H", "C", "H", "H", "H"],
  "positions_angstrom": [[-1.338, 0.242, 1.808], [-1.542, 1.698, 2.884], [0.122, -0.752, 0.006], [-0.470, -0.517, -1.992], [-0.496, 0.541, 0.556], [1.397, 0.987, -1.523], [0.306, 1.242, 0.795], [1.514, 0.080, -1.961], [2.440, -0.244, -1.707], [0.983, -0.862, 0.532], [0.687, -1.828, -1.600], [0.430, -0.773, -1.409], [-1.124, 1.103, -0.150], [-0.758, -0.532, 2.345], [-2.151, -0.386, 1.416]],
  "forces_ev_per_angstrom": [[1.5, -0.8, -0.2], [-0.5, -0.3, -0.4], [-0.8, 1.7, 0.0], [0.2, -0.2, 0.4], [0.5, -0.4, 0.0], [0.1, 0.2, -0.2], [0.0, 0.0, 0.3], [-0.5, 0.1, 0.4], [-0.1, -0.2, 0.2], [-0.1, -0.2, 0.0], [0.0, 0.3, -0.5], [0.2, -0.6, -0.2], [0.1, -0.6, -0.4], [0.0, 0.3, 0.1], [-0.7, 0.7, 0.3]],
  "e_above_lowest_kcal_mol": 20.8,
  "total_charge": -1,
  "lumo_energy_ev": 3.77,
  "e_tot_ev": -17072.6244
}

***

6.
{
  "formula": "C3H9N2S2",
  "method": "the ωB97M-V functional and the def2-TZVPD basis",
  "symbols": ["H", "H", "S", "C", "C", "N", "H", "H", "H", "C", "H", "H", "H", "N", "S", "H"],
  "positions_angstrom": [[-3.989, -1.886, 0.888], [-2.666, -0.686, 0.391], [3.247, -1.160, 0.240], [1.977, 1.286, -0.069], [-0.750, 0.807, -0.032], [-3.087, -1.750, 0.311], [-2.641, 1.167, -0.228], [-2.354, -2.116, 0.941], [1.960, 2.309, -0.434], [3.221, 0.560, -0.442], [4.226, 0.853, 0.031], [1.868, 1.607, 0.949], [3.487, 0.587, -1.534], [-1.968, 0.564, 0.108], [0.607, 0.082, -0.528], [-3.137, -2.222, -0.591]],
  "forces_ev_per_angstrom": [[1.6, 0.3, -1.5], [-0.2, 0.2, -1.4], [-0.2, 0.7, -0.6], [-0.2, 0.9, 0.2], [-0.6, 1.2, -0.6], [-1.2, -0.4, 3.2], [-1.5, 2.4, -0.4], [-0.3, -0.8, -0.7], [-0.6, -0.2, -1.5], [2.6, -1.5, 0.0], [-1.6, 0.5, -0.3], [0.1, -1.2, 1.1], [-0.7, -0.2, 0.9], [1.2, -2.4, 1.0], [1.5, 0.3, 0.3], [0.2, 0.2, 0.2]],
  "e_above_lowest_kcal_mol": 89.9,
  "total_charge": 1,
  "lumo_energy_ev": [-4.26, -4.78],
  "e_tot_ev": -27896.9861
}

***

7.
{
  "formula": "C3H9N3",
  "method": "the ωB97M-V functional and the def2-TZVPD basis",
  "symbols": ["H", "H", "H", "C", "H", "H", "H", "H", "C", "H", "N", "H", "C", "N", "N"],
  "positions_angstrom": [[-0.416, -1.671, 0.501], [0.788, -0.511, -1.494], [1.664, 1.618, 1.235], [1.119, 0.720, 0.897], [2.559, -0.362, 1.490], [-0.427, 2.041, 0.633], [-1.963, -1.557, -0.357], [0.087, 1.080, -1.979], [-1.282, -1.024, 0.314], [-0.761, -0.435, -2.260], [1.712, -0.425, 0.917], [-1.819, -0.887, 1.260], [-0.120, 0.095, -1.548], [-0.208, 1.048, 0.658], [-0.934, 0.269, -0.267]],
  "forces_ev_per_angstrom": [[0.0, 0.2, 0.0], [0.0, 0.2, 0.6], [-0.2, -0.1, 0.2], [1.0, 0.6, 1.7], [0.0, 0.2, -0.8], [0.2, -0.5, -0.2], [0.1, 0.2, -0.1], [0.0, -0.1, 0.3], [-0.3, -0.5, 0.2], [-0.1, 0.2, 0.1], [-1.3, 0.6, 0.1], [0.2, 0.2, -0.2], [-1.4, -0.1, 0.2], [1.0, -0.8, -0.7], [0.9, -0.3, -1.3]],
  "e_above_lowest_kcal_mol": 49.0,
  "lumo_energy_ev": 0.98,
  "e_tot_ev": -7725.4496
}

***

8.
{
  "formula": "C3H9N3",
  "method": "the ωB97M-V functional and the def2-TZVPD basis",
  "symbols": ["H", "N", "N", "H", "C", "H", "C", "C", "H", "H", "N", "H", "H", "H", "H"],
  "positions_angstrom": [[-0.635, 0.091, -1.574], [1.388, -1.217, -0.307], [1.105, 1.595, -0.275], [1.858, 1.762, 0.427], [-0.852, -0.009, -0.521], [1.568, 1.055, -1.014], [0.083, 0.784, 0.342], [0.180, -0.711, 0.313], [2.059, -1.325, 0.447], [1.184, -2.173, -0.640], [-2.265, -0.095, -0.233], [-0.151, -1.270, 1.227], [-2.766, 0.788, -0.138], [-0.409, 1.228, 1.229], [-2.347, -0.503, 0.717]],
  "forces_ev_per_angstrom": [[0.1, -0.3, -0.2], [-0.7, -1.0, -0.1], [0.9, 0.2, 0.6], [-0.8, -0.1, -0.7], [0.0, 1.0, -0.2], [-0.3, 0.2, 0.3], [-0.4, 0.6, 0.5], [-0.1, -0.7, 1.1], [0.2, 0.0, -0.2], [0.3, 0.6, 0.1], [-0.2, -1.0, 1.6], [0.0, 0.5, -0.8], [0.6, 0.1, -0.4], [0.5, -0.2, -0.6], [-0.1, 0.1, -0.9]],
  "e_above_lowest_kcal_mol": 35.5,
  "lumo_energy_ev": 0.96,
  "e_tot_ev": -7726.0328
}